#P
# C3H4NS

A cluster of 2 separate species, C3H4NS in total (ωB97M-V with the def2-TZVPD basis set, the Open Molecules 2025 dataset).

CARTESIAN COORDINATES (ANGSTROEM)
C 1.45891 0.60780 0.49580
C -2.31933 0.08852 -0.92705
C -0.07834 -1.06326 -0.40118
N 0.63800 -0.05435 0.00841
S -3.27359 0.35984 0.24488
H 1.80327 1.59529 0.66962
H -1.97540 0.32474 -1.99069
H -0.75294 -1.58111 0.07823
H 0.30569 -1.28266 -1.35443

Its charge is +1. The calculation puts the HOMO-LUMO gap (alpha / beta) at 6.16 / 7.27 eV. The calculation puts the LUMO energy (alpha / beta) at -6.33 / -5.86 eV. For the molar mass, the calculation gives 86.14 u. The HOMO energy (alpha / beta) is -0.4588 / -0.4826 Ha.



#Q
# C3H4NS

The ion C3H4NS with charge +1 (ωB97M-V with the def2-TZVPD basis set, the Open Molecules 2025 dataset).

CARTESIAN COORDINATES (ANGSTROEM)
C -1.35538 -0.33315 0.83569
C -0.25768 -0.40756 1.91247
C 0.66205 0.43448 -0.33831
N -0.54458 -0.31867 -0.46887
S 1.18430 0.30897 1.41939
H 1.52901 0.07555 -0.89536
H 0.43399 1.46109 -0.40303
H -0.38231 -1.17976 -0.93938
H -1.26939 -0.04095 -1.12260

Its charge is +1. The calculation puts the HOMO-LUMO gap (alpha / beta) at 7.65 / 7.12 eV. The calculation puts the LUMO energy (alpha / beta) at -7.38 / -7.38 eV. Its SMILES is C1#CSC[NH2+]1. For the molar mass, the calculation gives 86.14 u. The HOMO energy (alpha / beta) is -0.5523 / -0.5326 Ha.



#R
# C3H4NS

The ion C3H4NS with charge +1 (ωB97M-V with the def2-TZVPD basis set, the Open Molecules 2025 dataset).

CARTESIAN COORDINATES (ANGSTROEM)
C -0.43652 0.08982 -0.11372
C 1.93476 -0.77487 -0.55148
C -1.53217 0.77740 0.78833
N 0.72672 -0.39448 -0.31020
S -1.90173 0.16449 -0.92768
H 2.26447 -1.62777 0.08357
H 2.40048 -0.28169 -1.25908
H -1.96919 0.18527 1.48587
H -1.48682 1.86182 0.80439

Its charge is +1. The calculation puts the HOMO-LUMO gap at 9.13 eV. The calculation puts the LUMO energy at -5.76 eV. For the molar mass, the calculation gives 86.14 u. The HOMO energy is -0.5474 Ha.



Stability, lowest: #Q



#P
# C5H13NP

The ion C5H13NP with charge +1 (ωB97M-V with the def2-TZVPD basis set, the Open Molecules 2025 dataset).

CARTESIAN COORDINATES (ANGSTROEM)
C 1.11588 0.69628 -0.90763
C 1.32240 0.22920 -2.32137
C 0.29235 -1.28678 1.00346
C -1.69932 -0.82654 -0.97864
C -1.03070 1.36632 0.98030
N 1.95218 1.42339 -0.25827
P -0.39962 0.01833 -0.03109
H 0.68468 -0.61713 -2.44411
H 0.94885 1.15119 -2.91999
H 2.45750 0.23426 -2.52395
H -0.54418 -1.60770 1.69266
H 1.05732 -0.86282 1.65136
H 0.94792 -1.94502 0.33869
H -2.33627 -1.32991 -0.19962
H -1.31598 -1.60347 -1.60953
H -2.29002 -0.14946 -1.50860
H -0.31961 2.13669 1.28843
H -1.42213 0.85269 1.82852
H -1.72665 1.95217 0.50637
H 1.73839 1.85246 0.67994

Its charge is +1. The calculation puts the HOMO-LUMO gap at 10.48 eV. The calculation puts the LUMO energy at -3.48 eV. For the molar mass, the calculation gives 118.14 u. The HOMO energy is -0.5131 Ha.



#Q
# C5H13NP

A cluster of 2 separate species, C5H13NP in total (ωB97M-V with the def2-TZVPD basis set, the Open Molecules 2025 dataset).

CARTESIAN COORDINATES (ANGSTROEM)
C -3.72099 -0.53234 -0.02450
C 3.13696 -0.21955 0.38463
C 0.72192 -0.82057 0.01249
C -1.52861 0.98267 0.46058
C 1.83883 0.03511 -0.22445
N 1.68240 1.12125 -0.96724
P -2.43319 0.48434 -0.87277
H -3.84388 -0.66529 1.04358
H -4.72025 -0.42224 -0.48160
H 3.97696 0.08555 -0.32657
H 3.08497 0.23588 1.40986
H 3.27470 -1.26305 0.62988
H 0.04773 -0.85375 -0.82097
H 0.02866 -0.27357 0.71896
H 0.98476 -1.71414 0.46250
H -0.63140 1.53245 0.44450
H -1.63994 0.80344 1.45930
H -3.38824 -1.50103 -0.53932
H 0.77877 1.25023 -1.40448
H 2.34982 1.73462 -1.36439

Its charge is +1. The calculation puts the HOMO-LUMO gap at 8.06 eV. The calculation puts the LUMO energy at -4.63 eV. For the molar mass, the calculation gives 118.14 u. The HOMO energy is -0.4663 Ha.



#R
# C5H13NP

The ion C5H13NP with charge +1 (ωB97M-V with the def2-TZVPD basis set, the Open Molecules 2025 dataset).

CARTESIAN COORDINATES (ANGSTROEM)
C -1.66358 1.39896 -0.37293
C -1.35361 -1.31840 -0.43602
C 0.73255 -0.01966 0.07930
C 1.16487 -0.32024 -1.29922
C 1.24370 0.98923 1.11191
N -0.20580 -1.04786 0.56669
P -2.63532 0.06723 0.16345
H -1.18166 2.18967 0.20193
H -1.74017 1.94564 -1.37983
H -1.14247 -1.20228 -1.43636
H -1.56752 -2.31680 -0.27469
H 0.55033 0.08491 -2.14989
H 1.29540 -1.34564 -1.51768
H 2.13236 0.11314 -1.72913
H 2.26322 0.78811 1.43335
H 0.86304 0.75026 2.08682
H 1.18019 1.96353 0.67246
H -0.65414 -0.72878 1.34987
H 0.42889 -1.79060 0.78201
H -2.30053 0.05987 1.50690

Its charge is +1. The calculation puts the HOMO-LUMO gap (alpha / beta) at 8.30 / 8.05 eV. The calculation puts the LUMO energy (alpha / beta) at -4.02 / -4.49 eV. For the molar mass, the calculation gives 118.14 u. The HOMO energy (alpha / beta) is -0.4527 / -0.4609 Ha.



Stability, lowest: #R



#P
# C24H29N3O4

An isolated molecule of C24H29N3O4 (ωB97M-V with the def2-TZVPD basis set, the Open Molecules 2025 dataset).

CARTESIAN COORDINATES (ANGSTROEM)
C -0.42182 -2.85928 2.04254
H 0.11642 -3.39912 1.26819
H -1.45267 -3.20729 2.05839
C -0.36744 -1.35651 1.79837
H -0.81437 -0.84032 2.65118
H 0.67484 -1.03947 1.73593
C -1.10323 -0.93467 0.52213
C -0.44195 -1.49879 -0.73525
H -0.86632 -1.04450 -1.62725
H 0.62885 -1.31040 -0.73083
H -0.59442 -2.57288 -0.79599
H -2.12736 -1.32059 0.57606
C -1.19431 0.60912 0.45032
N 0.09763 1.20421 0.18969
C 0.62663 2.12280 1.05072
O 0.17675 2.30916 2.16386
C 1.81292 2.84882 0.50902
C 1.83652 4.23106 0.64487
C 2.87962 4.97450 0.12524
C 3.91841 4.33005 -0.52596
C 3.93126 2.95234 -0.63973
C 2.88419 2.19697 -0.12057
N 2.89463 0.80075 -0.14910
C 3.68946 -0.04165 -0.87601
O 4.51682 0.30946 -1.68861
C 3.40924 -1.47953 -0.57949
C 3.21333 -1.93115 0.72266
C 2.97650 -3.27314 0.96095
C 2.92000 -4.16779 -0.09536
C 3.12658 -3.72458 -1.39153
C 3.38321 -2.38744 -1.63275
H 3.56016 -2.02682 -2.63465
H 3.09450 -4.42342 -2.21394
H 2.72591 -5.21324 0.09432
H 2.83812 -3.62147 1.97360
H 3.28046 -1.24251 1.55377
H 2.16382 0.36865 0.40179
H 4.74727 2.45067 -1.13218
H 4.73544 4.90192 -0.93936
H 2.88146 6.04877 0.22751
H 1.01621 4.71083 1.15736
H 0.30163 1.29385 -0.79979
C -2.12884 1.03430 -0.68526
O -1.66159 1.35673 -1.76610
N -3.45503 1.03571 -0.45371
C -4.15947 0.64638 0.74712
H -3.47494 0.35250 1.53838
C -5.10690 -0.51613 0.41289
O -5.99866 -0.16884 -0.61675
C -5.30518 0.19883 -1.78913
H -6.06643 0.46354 -2.52363
C -4.37014 1.38166 -1.52767
H -3.78226 1.61888 -2.41446
H -4.95741 2.25579 -1.22706
H -4.71935 -0.65530 -2.16183
H -5.72083 -0.76984 1.27836
H -4.51503 -1.39665 0.11519
H -4.75707 1.49983 1.09005
H -1.52815 1.01271 1.41235
H 0.03237 -3.09748 3.00113

The calculation puts the HOMO-LUMO gap at 9.18 eV. The calculation puts the LUMO energy at 0.56 eV. Its SMILES is CC[C@H](C)[C@@H](NC(=O)c1ccccc1NC(=O)c1ccccc1)C(=O)N1CCOCC1. For the molar mass, the calculation gives 423.51 u. The HOMO energy is -0.3167 Ha.



#Q
# C24H29N3O4

An isolated molecule of C24H29N3O4 (ωB97M-V with the def2-TZVPD basis set, the Open Molecules 2025 dataset).

CARTESIAN COORDINATES (ANGSTROEM)
C 2.16064 -0.39979 1.06577
H 3.00783 -0.30366 1.75530
O 2.56317 -0.20158 -0.26739
C 3.45507 0.86383 -0.46531
C 2.88351 2.26254 -0.14371
N 1.50899 2.43610 -0.56379
C 0.96135 2.19796 -1.78910
C -0.37960 2.54686 -1.73424
C -0.62936 3.03106 -0.42301
C 0.54402 2.97076 0.26628
C 0.80014 3.40542 1.66884
H 1.07848 2.56837 2.31212
H 1.58785 4.15781 1.72059
H -0.11168 3.84257 2.06732
H -1.55875 3.42083 -0.05814
C -1.36377 2.38970 -2.79350
O -1.15231 2.53429 -3.97713
C -2.76428 2.01868 -2.28143
H -3.30872 1.52736 -3.09473
O -2.69223 1.17589 -1.14102
C -1.94109 0.07068 -1.31799
O -1.49160 -0.24107 -2.39854
C -1.71404 -0.66730 -0.08578
C -0.97828 -1.84626 0.01830
N -0.94506 -2.15316 1.33552
N -1.59255 -1.23329 2.07816
C -2.07482 -0.33690 1.24995
C -2.85737 0.82275 1.73957
H -2.99833 0.73447 2.81336
H -3.82330 0.86233 1.24129
H -2.32704 1.74558 1.51396
C -0.31838 -3.22388 1.98971
C -0.28481 -4.50006 1.43925
C 0.34739 -5.52316 2.12370
C 0.93253 -5.28782 3.35604
C 0.87352 -4.02148 3.91556
C 0.25197 -2.99065 3.23811
H 0.18698 -2.00010 3.65946
H 1.31562 -3.83617 4.88293
H 1.42324 -6.09140 3.88388
H 0.37311 -6.51305 1.69326
H -0.76940 -4.70094 0.49803
C -0.28258 -2.59869 -1.04983
H 0.62342 -3.07013 -0.67419
H -0.93263 -3.36409 -1.47447
H -0.03391 -1.90387 -1.84856
H -3.30279 2.91296 -1.96080
C 1.64578 1.55911 -2.94058
H 2.56938 2.07099 -3.20527
H 1.86586 0.51523 -2.71894
H 0.97456 1.59501 -3.79411
C 3.78142 3.35504 -0.72919
H 3.81060 3.29547 -1.81309
H 4.79395 3.24973 -0.34809
H 3.40278 4.33587 -0.45136
H 2.88278 2.37088 0.94544
H 4.35538 0.72662 0.15652
H 3.75086 0.79960 -1.51258
H 1.37098 0.29940 1.36084
H 1.77130 -1.41434 1.12630

The calculation puts the HOMO-LUMO gap at 8.60 eV. The calculation puts the LUMO energy at 0.67 eV. Its SMILES is COC[C@@H](C)n1c(C)cc(C(=O)COC(=O)c2c(C)nn(-c3ccccc3)c2C)c1C. For the molar mass, the calculation gives 423.51 u. The HOMO energy is -0.2916 Ha.



Stability, lowest: #Q